Entry 1:
Entry from the Open Molecules 2025 dataset: C6H11N in the gas phase (ωB97M-V/def2-TZVPD).

Structure (XYZ):
```
18
Properties=species:S:1:pos:R:3:forces:R:3:nbo_charge:R:1
C 0.98136 1.21694 -1.94806 -2.64 1.78 0.00 -0.60
C 1.05655 1.04906 -0.41694 1.65 1.17 0.38 -0.42
N -1.73202 -0.12505 1.82854 1.79 -0.86 -1.48 -0.81
C -0.72717 0.70018 1.32563 1.47 -3.05 -3.82 0.01
C 0.10655 0.21494 0.35411 -1.63 -1.12 -1.27 -0.13
C 0.12648 -1.20769 -0.16394 -1.65 -0.61 1.26 -0.19
C -0.57126 -2.33303 0.24198 0.23 1.26 0.75 -0.45
H 0.39539 0.42600 -2.42017 0.33 -0.16 -0.09 0.21
H 0.38065 2.20182 -2.22938 1.33 -1.89 0.54 0.20
H 1.97818 1.28253 -2.34351 0.26 0.03 -0.40 0.21
H 2.03017 0.52753 -0.26878 -0.17 0.84 0.23 0.20
H 1.07053 2.09021 0.00983 0.42 -1.03 -0.10 0.20
H -1.98634 0.48911 2.51225 -2.10 0.21 3.49 0.37
H -1.41565 -1.13006 1.99692 -0.67 2.05 0.21 0.40
H -0.71714 1.74793 1.46874 -0.25 0.86 0.78 0.19
H 0.74017 -1.38196 -1.04678 0.92 0.02 0.71 0.20
H -1.51482 -2.43857 0.75988 -0.14 1.17 0.54 0.18
H -0.20161 -3.32991 0.33967 0.86 -0.67 -1.73 0.20
```
Positions in Å, forces in eV/Å.

As for the structure (SMILES): C=C/C(=C\N)CC. The HOMO energy is -7.60 eV. The value obtained for the LUMO energy is 0.9 eV. Its multiplicity is 1. The value obtained for the total energy is -289.857765 Eh. The HOMO-LUMO gap comes out at 8.5 eV. The max |F| is 5.1 eV Å⁻¹. Its total charge is 0.

---

Entry 2:
Entry from the Open Molecules 2025 dataset: C4H5NO in the gas phase (ωB97M-V/def2-TZVPD).

Structure (XYZ):
```
11
Properties=species:S:1:pos:R:3:forces:R:3:nbo_charge:R:1
C 0.09655 0.81234 -0.96358 0.60 0.89 -1.47 -0.66
C 0.84178 0.05540 0.03188 -2.42 0.52 2.25 0.11
O 0.42393 0.33857 1.35802 0.09 1.35 0.39 -0.47
C -0.12722 -0.89101 1.02384 7.85 -0.51 -2.22 -0.09
C -1.44572 -1.08132 0.70496 0.28 -0.32 0.09 0.20
N -2.55421 -1.27587 0.55936 -2.08 -0.27 -0.47 -0.27
H 0.50667 1.82926 -0.94258 -0.24 0.08 -0.22 0.23
H 0.33865 0.39323 -1.94486 -0.30 0.16 -0.11 0.22
H -0.98313 0.85781 -0.82589 0.18 -0.17 0.15 0.24
H 1.92952 -0.05762 -0.07526 -0.51 -0.50 0.05 0.21
H 0.91051 -1.48044 0.78971 -3.45 -1.24 1.56 0.27
```
Positions in Å, forces in eV/Å.

As for the structure (SMILES): C[C@H]1O[C@H]1C#N. The HOMO energy is -9.49 eV. The value obtained for the LUMO energy is 0.7 eV. Its multiplicity is 1. The value obtained for the total energy is -285.266504 Eh. The HOMO-LUMO gap comes out at 10.2 eV. The max |F| is 8.2 eV Å⁻¹. Its total charge is 0.

---

Entry 3:
Entry from the Open Molecules 2025 dataset: 3 unconnected molecules or ions with the total composition C26H43Cl3N4O5 (ωB97M-V/def2-TZVPD).

Structure (XYZ):
```
81
Properties=species:S:1:pos:R:3:forces:R:3:mulliken_charge:R:1
C -1.06575 -0.74563 -1.05893 -0.41 0.14 0.25 -0.77
C 0.11851 -1.82436 -1.52174 -0.57 0.98 -0.02 -0.21
C 1.61195 -1.09265 -1.34255 -0.90 -0.46 0.27 -0.17
C 2.51567 -1.30629 -2.69299 -1.74 -1.57 0.11 0.14
C 2.65606 -2.94982 -2.96986 0.00 1.19 -0.95 -1.09
N 3.88671 -0.65963 -2.65560 1.34 0.86 -0.05 -0.07
C 4.03747 0.52801 -1.68151 1.14 0.33 3.23 0.06
O 4.65444 0.52093 -0.49703 -4.35 0.04 -7.97 -0.57
C 3.28230 1.70358 -2.53739 -0.95 2.33 -2.27 0.26
C 2.46169 3.05224 -2.10173 1.39 -1.89 -4.73 -0.69
C 1.87734 3.99126 -3.35477 1.65 -2.75 0.16 -0.16
N 1.10314 5.24322 -2.89266 2.03 -2.18 0.84 -0.55
C 2.10992 3.61036 -4.95845 1.23 -1.94 2.60 0.21
C 1.51568 4.66661 -6.07664 -0.41 0.69 1.91 -0.44
Cl 2.78955 5.13043 -7.39511 -1.31 -0.80 1.26 -0.14
C 0.06294 4.24911 -6.70954 0.06 -0.56 -0.32 -0.01
C -0.32774 2.66318 -6.58064 -1.52 -0.10 -0.35 -0.90
Cl -1.22686 5.17606 -5.68380 1.07 -0.81 -0.92 -0.20
C 2.93491 2.20802 -5.34702 -0.26 1.00 3.51 0.80
C 3.19042 1.74470 -6.89826 0.07 0.64 0.12 -0.91
C 4.74983 2.13479 -7.35813 4.70 -1.00 5.52 0.49
O 5.77101 2.04175 -6.48401 -7.17 0.89 -6.69 -0.43
Cl 4.97114 2.71257 -9.14184 -0.30 -0.89 2.52 -0.17
C 3.48749 1.28892 -4.10910 -1.24 2.68 0.85 0.22
C 4.30179 -0.13075 -4.04487 2.29 -1.26 -3.02 0.19
O 5.14221 -0.71550 -4.91490 -5.98 3.81 5.89 -0.54
H -0.67388 0.06407 -0.29585 -0.63 -1.83 -1.55 0.03
H -1.97259 -1.28586 -0.50828 2.00 1.11 -1.34 0.25
H -1.48508 -0.15118 -1.98366 0.85 -1.29 1.69 0.30
H -0.09924 -2.07711 -2.66568 0.59 0.32 2.59 0.34
H 0.03568 -2.79112 -0.84345 0.27 1.98 -1.63 0.20
H 2.08502 -1.62864 -0.38677 -0.61 1.50 -2.17 0.17
H 1.35023 0.04872 -1.11080 1.01 -2.46 -0.53 0.01
H 1.85072 -0.91396 -3.60347 1.52 -0.41 1.82 0.11
H 3.47264 -3.04759 -3.83452 -1.73 -0.07 2.06 0.36
H 1.60577 -3.30066 -3.41280 2.41 0.55 1.15 0.28
H 2.95338 -3.52854 -1.99305 -0.55 1.15 -2.04 0.25
H 2.33206 3.32229 -0.96963 0.20 -0.46 -2.53 0.27
H 1.86490 5.84235 -2.45442 -1.21 -0.73 -0.78 0.36
H 0.57270 4.88041 -2.04365 0.66 0.70 -1.47 0.36
H 1.33495 5.68749 -5.48409 0.50 -2.42 -1.36 0.40
H -0.08224 4.67577 -7.81466 0.56 -1.08 2.58 0.38
H -0.56611 2.33194 -5.45861 0.92 0.93 -2.47 0.26
H -1.36732 2.53074 -7.15276 2.28 0.35 1.20 0.37
H 0.41430 1.92004 -7.09661 -1.21 1.64 1.11 0.19
H 2.99222 0.57354 -6.94374 0.79 2.53 -0.10 0.38
H 2.48949 2.31690 -7.66551 1.46 -1.30 1.86 0.36
C -0.05250 -1.76526 4.94487 0.18 -0.08 0.28 -1.17
C 0.18945 -2.53351 3.64650 -0.32 0.37 -0.14 0.25
C 0.44308 -1.62983 2.41424 -0.13 -0.22 -0.05 -0.54
O -0.72037 -0.96801 1.90571 0.57 -0.11 0.45 -0.19
C -1.14525 0.14445 2.67765 -0.36 -0.12 -0.34 -0.70
N -0.93934 -3.44598 3.41753 -0.03 0.10 -0.40 -0.71
H -1.06677 -1.36644 5.02503 0.17 -0.02 -0.11 0.01
H 0.08608 -2.43022 5.80783 -0.04 0.12 -0.23 0.33
H 0.65541 -0.93579 5.05070 -0.12 -0.07 0.00 0.35
H 1.09241 -3.13634 3.79366 -0.04 0.02 -0.15 0.45
H 0.79883 -2.26795 1.59518 -0.19 0.07 0.04 0.17
H 1.24377 -0.90559 2.60345 -0.06 0.12 0.15 0.42
H -0.30448 0.71402 3.08005 0.04 -0.07 0.09 0.38
H -1.80677 -0.19075 3.47606 0.08 0.19 0.22 0.07
H -1.73434 0.80385 2.03000 0.16 -0.14 -0.04 0.28
H -0.72155 -4.03954 2.61607 -0.05 -0.01 0.23 0.28
H -1.72920 -2.87925 3.09265 0.22 -0.17 0.19 0.33
C -4.62082 -0.26166 7.57796 -0.03 0.44 -0.10 -1.58
C -4.12207 -1.38725 6.67307 -0.11 -0.32 0.51 0.60
C -5.08141 -2.60020 6.58440 0.26 -0.16 -0.02 -0.73
O -5.10593 -3.43238 7.74935 -0.20 0.42 -0.44 -0.40
C -5.83506 -2.89117 8.83998 0.25 -0.45 0.19 -0.63
N -2.78266 -1.79591 7.11826 -0.12 -0.38 -0.06 -0.66
H -4.46664 -0.46490 8.64057 -0.01 -0.10 -0.17 0.30
H -4.07635 0.66679 7.35977 -0.08 -0.25 0.02 0.38
H -5.68615 -0.06557 7.41364 0.11 -0.03 0.05 0.35
H -4.03514 -0.97233 5.66279 -0.01 -0.14 -0.03 0.27
H -4.73295 -3.24727 5.76923 0.03 0.01 0.23 0.32
H -6.09744 -2.29153 6.31270 -0.08 0.13 0.16 0.46
H -6.72781 -2.35261 8.51413 0.03 0.10 -0.04 0.29
H -5.18714 -2.24791 9.43484 -0.18 0.21 0.08 0.21
H -6.14501 -3.71941 9.48745 0.05 0.06 -0.25 0.26
H -2.40456 -2.46326 6.44463 0.01 0.15 0.10 0.25
H -2.90071 -2.35202 7.97115 0.05 0.27 -0.22 0.32
```
Positions in Å, forces in eV/Å.

As for the structure (SMILES): CCC[C@H](C)N1C(=O)c2cc(N)c([C@@H](Cl)[C@@H](C)Cl)c(CC(=O)Cl)c2C1=O.COC[C@@H](C)N.COC[C@@H](C)N. The HOMO energy is -9.28 eV. The value obtained for the LUMO energy is -1.5 eV. Its multiplicity is 1. The value obtained for the total energy is -2991.680559 Eh. The HOMO-LUMO gap comes out at 7.8 eV. The max |F| is 9.8 eV Å⁻¹. Its total charge is 0.

---

Entry 4:
Entry from the Open Molecules 2025 dataset: 5 unconnected molecules or ions with the total composition C47H91F3N5O7Si (ωB97M-V/def2-TZVPD).

Structure (XYZ):
```
154
Properties=species:S:1:pos:R:3:forces:R:3:mulliken_charge:R:1
C -0.28920 -2.05994 2.44524 0.06 -0.22 0.20 -1.52
C -0.80054 -3.41454 1.96513 0.48 0.16 -0.03 1.08
C 0.37148 -4.39430 1.97561 -0.34 0.06 -0.37 -1.45
C -1.41673 -3.39750 0.55379 -0.12 -0.11 0.31 0.34
C -2.51335 -4.44049 0.42615 0.60 -0.03 -0.39 -1.44
C -1.88261 -2.06366 0.06389 -0.30 0.13 -0.06 -1.27
O -2.83355 -1.53731 1.02881 -0.28 0.35 0.23 -0.49
C -3.37238 -0.34488 0.72254 0.71 1.04 0.35 0.19
C -2.75228 0.83588 1.17783 -1.14 -0.69 -0.76 -0.10
N -3.26818 2.06703 0.91727 0.00 -0.51 -0.06 0.27
C -2.47581 3.19499 1.47138 0.31 -0.06 0.07 -2.01
C -1.24534 3.52128 0.62399 -0.14 -0.16 0.07 0.25
C 0.00817 3.74969 1.44396 -0.05 0.25 0.18 -1.32
C 1.25127 3.88452 0.57738 -0.24 -0.17 0.13 0.35
C 2.55527 3.54158 1.29510 0.16 0.30 -0.29 -1.16
C 3.38830 2.48403 0.57765 0.18 -0.06 0.27 -0.72
C 4.53578 3.02296 -0.26333 -0.19 0.28 -0.58 -0.52
C 4.22589 4.24815 -1.15302 0.14 -0.50 -0.19 -0.61
Si 3.79290 3.88236 -2.94918 -0.34 0.23 0.03 -0.36
C 5.31185 3.86174 -4.01839 -0.14 -0.28 0.04 -1.18
C 2.64977 5.24102 -3.56286 0.14 -0.27 0.37 -1.20
C 2.83231 2.26997 -3.08987 -0.71 -0.86 -0.06 0.40
C 3.44878 1.01379 -3.31760 -1.14 0.07 0.17 -0.18
C 2.69803 -0.17329 -3.42242 -1.08 1.14 0.17 -0.80
C 1.28352 -0.12126 -3.31844 1.10 1.21 0.19 -0.60
C 0.64919 1.11905 -3.09184 1.19 -0.14 -0.11 -0.71
C 1.41429 2.29580 -2.98135 0.72 -1.13 -0.15 -0.16
C -4.39591 2.22672 0.18194 -0.12 -1.29 -0.14 0.44
C -4.92282 3.57666 -0.17776 0.04 0.04 -0.11 -1.35
C -4.73059 3.90206 -1.66468 0.26 -0.22 0.11 -1.11
C -5.87960 3.52018 -2.57540 0.16 0.01 0.18 1.09
F -6.96548 3.14779 -1.88835 -0.61 -0.03 0.27 -0.31
F -6.23265 4.52664 -3.37161 -0.04 0.10 -0.20 -0.29
F -5.54628 2.47422 -3.33020 0.09 -0.35 -0.49 -0.26
C -5.04714 1.05857 -0.27344 0.84 0.33 0.54 -0.84
C -4.55648 -0.21928 -0.00597 0.06 1.34 0.43 0.65
C -5.29137 -1.39668 -0.54842 1.27 0.49 2.82 0.21
O -5.59111 -1.42169 -1.65990 -1.21 -0.16 -4.33 -0.45
O -5.48350 -2.39995 0.27547 -0.70 -1.03 0.85 -0.47
H 0.20719 -1.52457 1.64549 0.15 0.23 -0.23 0.33
H 0.45870 -2.21398 3.21051 0.20 -0.03 0.31 0.53
H -1.06686 -1.44760 2.87988 -0.25 0.25 -0.01 0.17
H -1.53885 -3.77348 2.67235 -0.35 -0.03 0.12 0.34
H 0.63486 -4.71211 2.97282 0.18 -0.04 0.31 0.11
H 0.14479 -5.25995 1.36656 -0.07 -0.41 0.00 0.37
H 1.22180 -3.91021 1.51088 0.39 0.09 -0.04 0.43
H -0.62604 -3.68314 -0.12997 0.32 0.01 -0.37 0.24
H -3.27654 -4.31556 1.17795 -0.31 -0.03 0.17 0.27
H -2.05438 -5.41583 0.50292 -0.13 -0.44 0.34 0.27
H -2.93553 -4.39809 -0.56967 -0.40 0.03 -0.21 0.45
H -1.07849 -1.35106 -0.07601 0.22 0.28 0.14 0.41
H -2.39657 -2.16834 -0.88810 -0.13 -0.05 -0.26 0.62
H -1.85784 0.78328 1.76695 0.28 0.05 0.15 0.67
H -3.11347 4.04391 1.63493 -0.23 0.20 0.04 0.61
H -2.16160 2.85320 2.44510 0.09 -0.08 0.36 0.59
H -1.04483 2.66708 -0.01004 -0.01 -0.20 -0.44 0.27
H -1.43280 4.38624 0.00170 -0.12 0.15 -0.37 0.45
H 0.12666 2.91795 2.13021 0.09 -0.31 0.21 0.59
H -0.11569 4.63851 2.05423 0.00 0.20 0.30 0.24
H 1.27797 4.88496 0.16284 0.04 0.27 -0.21 0.47
H 1.13889 3.19912 -0.25346 -0.02 -0.15 -0.40 -0.35
H 2.35361 3.23003 2.31029 -0.15 -0.16 0.34 0.60
H 3.16191 4.43551 1.37313 0.18 0.27 0.23 0.42
H 3.82829 1.84020 1.33018 0.14 -0.29 0.15 0.40
H 2.75871 1.84242 -0.03094 -0.28 -0.10 -0.17 0.36
H 4.85160 2.21175 -0.91165 0.28 -0.30 -0.08 0.40
H 5.38059 3.26078 0.36714 0.16 0.08 0.37 -0.13
H 5.12330 4.85458 -1.18336 0.24 0.34 -0.07 0.55
H 3.45903 4.89050 -0.73989 -0.24 0.14 0.25 0.45
H 6.07536 3.16729 -3.69139 0.21 -0.20 0.13 0.37
H 5.75013 4.84903 -4.04778 0.17 0.35 0.04 0.38
H 5.03924 3.59622 -5.03251 -0.06 -0.08 -0.31 0.37
H 3.21579 6.12363 -3.82384 0.17 0.29 -0.20 0.38
H 1.98063 5.53139 -2.76119 -0.28 0.10 0.22 0.33
H 2.04285 4.93148 -4.40238 -0.07 -0.03 -0.34 0.38
H 4.51894 0.96722 -3.42237 0.28 -0.06 -0.03 0.40
H 3.18072 -1.11561 -3.60729 0.16 -0.20 -0.03 0.43
H 0.70575 -1.01900 -3.42243 -0.20 -0.28 -0.04 0.49
H -0.42518 1.17722 -3.03069 -0.23 -0.04 0.00 0.56
H 0.91174 3.23599 -2.82405 -0.13 0.21 0.00 0.41
H -5.97017 3.59136 0.08324 -0.33 0.11 0.06 0.71
H -4.44723 4.35382 0.39343 0.10 0.19 0.20 0.26
H -3.86805 3.36436 -2.03205 0.32 -0.06 -0.20 0.44
H -4.51546 4.94638 -1.80841 -0.10 0.46 0.05 0.46
H -5.94719 1.15622 -0.85216 -0.22 0.08 -0.15 0.67
H -5.51217 -2.12203 1.19836 0.32 -0.11 0.12 0.43
C -4.81115 3.49950 -6.69747 0.01 0.04 0.10 -1.39
C -4.87242 4.55028 -7.80125 0.06 -0.16 -0.02 0.55
C -6.28914 4.82233 -8.32231 -0.01 0.15 0.01 -0.74
O -6.80682 3.82925 -9.17933 0.02 -0.12 -0.02 -0.39
C -7.38749 2.70572 -8.54786 -0.03 0.04 -0.06 -0.63
N -3.93831 4.17179 -8.86316 -0.11 0.09 -0.06 -0.74
H -4.91439 2.49116 -7.09698 -0.03 -0.01 -0.03 0.21
H -3.84660 3.54780 -6.19110 0.03 -0.01 -0.04 0.39
H -5.59584 3.65631 -5.95548 -0.03 0.00 -0.01 0.24
H -4.51665 5.49488 -7.37821 -0.04 0.04 0.00 0.39
H -6.25940 5.73422 -8.92331 -0.01 -0.01 -0.03 0.37
H -6.98370 5.00133 -7.48940 0.04 -0.03 0.04 0.38
H -7.89374 2.99257 -7.62068 0.00 -0.01 0.03 0.28
H -6.65205 1.92773 -8.32648 0.01 0.02 0.04 0.23
H -8.12389 2.29330 -9.23566 -0.01 0.00 -0.01 0.27
H -3.87351 4.92021 -9.54636 0.06 0.02 0.05 0.28
H -4.34262 3.39235 -9.37451 0.04 -0.05 0.02 0.30
C -2.04411 -11.16264 -0.62418 -0.05 -0.04 0.01 -1.39
C -1.99480 -10.51585 0.75637 0.12 0.01 -0.14 0.37
C -2.89381 -9.28220 0.90248 -0.04 -0.01 0.21 -0.80
O -2.39814 -8.10346 0.29264 -0.07 0.03 -0.14 -0.25
C -2.64567 -8.00163 -1.09805 0.17 0.09 0.05 -0.63
N -0.59780 -10.24403 1.10372 -0.11 0.13 0.09 -0.71
H -1.46581 -10.59548 -1.35300 0.00 0.04 -0.01 0.28
H -1.61559 -12.16222 -0.58066 0.04 0.00 0.01 0.35
H -3.06938 -11.24717 -0.98875 0.00 0.01 0.00 0.35
H -2.37006 -11.24916 1.47584 -0.05 0.01 0.03 0.41
H -2.97068 -9.04241 1.96597 0.02 0.03 0.00 0.34
H -3.90895 -9.49081 0.54045 0.02 -0.05 -0.04 0.41
H -3.60217 -8.45363 -1.37351 -0.01 -0.03 0.01 0.34
H -1.84591 -8.46620 -1.67935 -0.07 -0.04 -0.06 0.25
H -2.67568 -6.94112 -1.34876 -0.02 0.00 0.01 0.15
H -0.53645 -9.93350 2.06873 0.01 -0.09 0.01 0.26
H -0.28343 -9.44961 0.55403 0.04 -0.05 -0.05 0.30
C 3.47054 -6.17620 7.85051 0.01 0.04 0.05 -1.40
C 3.88169 -5.24145 6.71764 -0.02 -0.18 -0.01 0.37
C 2.73735 -4.37523 6.17793 0.09 0.15 -0.02 -0.81
O 1.81965 -5.05024 5.33910 -0.11 -0.07 -0.01 -0.23
C 0.80906 -5.78518 6.00457 0.00 0.03 -0.10 -0.74
N 4.54326 -6.02468 5.67208 -0.09 0.16 -0.08 -0.71
H 2.92552 -7.04229 7.47629 -0.03 -0.01 -0.03 0.29
H 4.35543 -6.54927 8.36271 0.02 -0.03 -0.02 0.35
H 2.84326 -5.66458 8.58277 -0.01 0.00 0.00 0.35
H 4.62402 -4.54508 7.11874 -0.01 0.06 0.00 0.40
H 3.17189 -3.59055 5.55271 -0.01 -0.02 -0.03 0.32
H 2.20002 -3.88047 6.99837 0.02 -0.05 0.05 0.42
H 0.50328 -5.28835 6.92974 -0.01 -0.01 0.03 0.34
H 1.12324 -6.80560 6.23416 0.03 0.02 0.06 0.24
H -0.04893 -5.83838 5.33380 -0.01 0.01 0.00 0.25
H 4.93568 -5.40399 4.97061 0.07 -0.01 0.06 0.26
H 3.83485 -6.56001 5.17840 0.02 -0.07 0.04 0.30
C 7.95458 5.58528 5.29044 -0.01 -0.02 0.05 -1.43
C 6.53511 5.79800 4.77488 0.15 0.06 -0.06 0.35
C 5.93690 4.57307 4.07276 -0.16 0.00 0.05 -0.72
O 6.41706 4.33909 2.76408 0.06 -0.02 -0.07 -0.22
C 7.65107 3.64950 2.67822 -0.06 0.00 -0.08 -0.83
N 6.50820 7.00000 3.93862 -0.14 -0.11 -0.06 -0.71
H 8.68420 5.62921 4.48248 0.00 -0.02 -0.04 0.29
H 8.21232 6.36890 6.00047 0.01 0.04 -0.02 0.36
H 8.05632 4.62221 5.79390 0.00 -0.01 -0.01 0.34
H 5.89602 5.99225 5.64147 -0.04 -0.04 0.01 0.41
H 4.86196 4.74074 3.95704 0.00 0.00 -0.04 0.26
H 6.06325 3.66998 4.68548 0.05 0.03 0.03 0.44
H 7.74772 2.91179 3.47989 0.02 -0.01 0.02 0.36
H 8.50647 4.32757 2.71143 0.00 0.00 0.06 0.26
H 7.66656 3.13108 1.71958 -0.01 -0.01 0.00 0.28
H 5.54999 7.22757 3.69084 0.01 0.05 0.07 0.26
H 6.96064 6.78273 3.05524 0.07 0.04 0.02 0.31
```
Positions in Å, forces in eV/Å.

The HOMO energy is -10.53 eV. The value obtained for the LUMO energy is -4.2 eV. Its multiplicity is 1. The value obtained for the total energy is -3234.724562 Eh. The HOMO-LUMO gap comes out at 6.3 eV. The max |F| is 4.5 eV Å⁻¹. Its total charge is +1.